Record 1
Density functional theory data (ωB97M-V with the def2-TZVPD basis set) for a molecular structure, C33H46N3O3Si3Ti at a distorted geometry.

Summary:
Charge = +3
Multiplicity = 1

XYZ file:
```
89
Properties=species:S:1:pos:R:3:lowdin_charge:R:1
Ti 0.305 0.554 0.558 1.04
C -0.759 0.082 -5.128 -0.05
O 0.053 -0.880 -4.402 0.02
C 0.187 -0.367 -3.171 -0.34
N -0.205 0.815 -2.946 0.15
C -0.556 1.353 -4.307 -0.22
C -1.668 2.369 -4.405 -0.20
C -1.987 3.247 -3.373 -0.09
C -2.964 4.217 -3.531 -0.06
C -3.646 4.326 -4.735 -0.05
C -3.342 3.456 -5.770 -0.03
C -2.360 2.488 -5.607 -0.01
C 0.844 -1.318 -2.233 -0.10
C 1.489 -2.403 -2.833 0.07
C 2.061 -3.395 -2.067 0.06
C 1.902 -3.324 -0.690 0.07
C 1.259 -2.225 -0.169 -0.16
N 0.778 -1.176 -0.891 0.11
C 0.967 -2.181 1.268 -0.31
N 0.391 -1.172 1.832 0.07
C 0.313 -1.499 3.305 -0.19
C 0.679 -2.993 3.313 0.02
O 1.271 -3.218 1.990 0.10
C -1.000 -1.204 3.980 -0.21
C -1.006 -0.486 5.173 -0.05
C -2.198 -0.255 5.849 -0.05
C -3.390 -0.740 5.331 -0.04
C -3.388 -1.475 4.151 -0.04
C -2.197 -1.714 3.484 -0.06
H -1.790 -0.275 -5.120 0.14
H -0.384 0.134 -6.144 0.15
H 0.364 1.832 -4.659 0.15
H -1.490 3.159 -2.414 0.05
H -3.195 4.894 -2.717 0.11
H -4.406 5.084 -4.865 0.12
H -3.866 3.532 -6.713 0.12
H -2.134 1.833 -6.440 0.12
H 1.515 -2.453 -3.910 0.14
H 2.577 -4.226 -2.529 0.15
H 2.251 -4.105 -0.030 0.15
H 1.100 -0.930 3.799 0.13
H -0.189 -3.644 3.386 0.15
H 1.421 -3.264 4.057 0.16
H -0.073 -0.145 5.608 0.12
H -2.192 0.285 6.786 0.12
H -4.318 -0.568 5.860 0.12
H -4.315 -1.880 3.766 0.12
H -2.206 -2.310 2.577 0.12
C 1.105 1.733 3.399 0.00
O 0.309 1.528 2.192 -0.43
Si -1.112 2.551 1.739 0.53
C -2.545 1.951 2.744 -0.11
C -0.632 4.225 2.335 -0.13
C -0.888 1.887 -0.085 -0.45
Si 0.588 2.946 -0.940 0.55
C 0.290 4.744 -0.527 -0.14
C 1.379 3.071 -2.616 -0.17
C 2.091 2.125 0.029 -0.14
Si -2.621 1.082 -0.592 0.49
C -3.914 2.368 -0.204 -0.14
C -3.091 0.286 -2.196 -0.14
C -2.486 -0.421 0.546 -0.19
H 1.476 2.755 3.384 0.11
H 1.934 1.033 3.383 0.11
H 0.463 1.566 4.259 0.10
H -2.169 1.334 3.568 0.04
H -3.309 1.383 2.225 0.04
H -3.027 2.826 3.190 0.08
H -0.706 4.154 3.426 0.07
H -1.368 4.972 2.031 0.07
H 0.358 4.584 2.070 0.05
H 0.314 5.241 -1.500 0.06
H 1.086 5.190 0.070 0.06
H -0.667 4.978 -0.073 0.03
H 0.716 3.474 -3.377 0.05
H 1.875 2.175 -2.975 0.05
H 2.143 3.838 -2.429 0.07
H 2.296 2.509 1.026 0.06
H 2.915 2.434 -0.619 0.08
H 2.320 1.034 0.033 0.05
H -4.140 2.898 -1.132 0.04
H -3.665 3.116 0.548 0.03
H -4.839 1.879 0.117 0.07
H -3.199 0.961 -3.039 0.04
H -4.090 -0.108 -1.964 0.07
H -2.471 -0.565 -2.470 0.04
H -2.030 -0.287 1.531 -0.01
H -1.969 -1.236 0.025 0.05
H -3.488 -0.806 0.764 0.08
```

Record 2
Density functional theory data (ωB97M-V with the def2-TZVPD basis set) for 2 unconnected molecules or ions with the total composition CH5N3O3 at a distorted geometry.

Summary:
Charge = 0
ΔE to the lowest compared entry with this formula, charge and spin = 96.7 kcal per mole
Multiplicity = 1

XYZ file:
```
12
Properties=species:S:1:pos:R:3:nbo_charge:R:1
H 0.800 -2.776 0.162 0.33
N -0.151 -2.474 0.360 -0.31
N -0.465 -1.362 0.230 0.12
O 0.610 -0.474 0.011 -0.45
C 0.423 0.764 -0.661 -0.29
H -0.347 0.931 -1.439 0.22
H 1.524 1.176 -0.862 0.21
H 0.107 1.451 0.170 0.18
O -3.365 1.228 -0.702 -0.30
N -2.499 0.477 -0.331 0.33
O -2.959 -0.410 0.605 -0.53
H -2.234 -0.831 0.945 0.48
```

Q: Which energy values were calculated for the entries above? A: -92306.4670 -11724.5415, in eV.
Q: Which frontier orbital gap values were calculated for the entries above? A: 5.62 10.45, in eV.
Q: Which LUMO values were calculated for the entries above? A: -10.39 0.30, in eV.